{
  "formula": "C2H2ClI3",
  "method": "ωB97M-V/def2-TZVPD",
  "largest_force_ev_per_a": 2.85,
  "multiplicity": 1,
  "total_charge": 0,
  "lumo_ev": [-1.19, -1.19],
  "e_tot_ha": -1430.56157,
  "de_lowest_ev": 2.312,
  "species": ["C", "C", "Cl", "I", "I", "I", "H", "H"],
  "xyz": [[0.155505, 0.998987, -0.693474], [0.073337, -0.896707, 0.601871], [-1.323645, 1.661610, -0.109119], [2.017809, -1.784607, 0.417833], [-1.517127, -1.963556, -0.414106], [-0.333452, -0.365791, 2.588493], [-0.037932, 0.559846, -1.647310], [0.965506, 1.790217, -0.744187]],
  "forces_ev_per_a": [[-0.23, -0.86, 1.44], [0.81, 1.84, -2.02], [-0.22, 0.65, 0.04], [-0.51, 0.05, -0.08], [0.73, 0.40, 0.50], [-0.15, 0.03, -0.24], [0.15, -0.67, -0.42], [-0.59, -1.45, 0.79]]
}



{
  "formula": "C2H2ClIO2",
  "method": "ωB97M-V/def2-TZVPD",
  "largest_force_ev_per_a": 3.07,
  "multiplicity": 1,
  "total_charge": 0,
  "lumo_ev": [-1.44, -1.48],
  "e_tot_ha": -985.70134,
  "de_lowest_ev": 1.334,
  "species": ["C", "C", "O", "O", "Cl", "I", "H", "H"],
  "xyz": [[0.103670, -2.105117, -0.086639], [0.691886, 1.814179, 0.253306], [-0.374736, -2.683869, 0.764432], [0.646419, -1.623722, -0.961590], [-2.248433, -0.367807, -0.560248], [-1.333276, 1.730023, 0.296824], [1.196484, 1.920290, -0.674377], [1.317989, 1.316021, 0.968292]],
  "forces_ev_per_a": [[0.24, -0.47, -0.25], [-1.90, 0.21, 0.41], [-1.33, -1.16, 2.31], [1.30, 1.51, -2.04], [-0.67, -0.44, -0.20], [3.05, 0.34, 0.05], [-0.22, 0.32, -1.00], [-0.46, -0.31, 0.71]]
}



{
  "formula": "C2H2ClIO2S",
  "method": "ωB97M-V/def2-TZVPD",
  "largest_force_ev_per_a": 3.52,
  "multiplicity": 1,
  "total_charge": 0,
  "lumo_ev": -0.30,
  "e_tot_ha": -1383.88772,
  "de_lowest_ev": 0.695,
  "species": ["C", "C", "O", "O", "S", "Cl", "I", "H", "H"],
  "xyz": [[1.514498, -0.538413, 0.143815], [0.446701, -0.099255, -0.522847], [-1.397291, 1.630469, 0.034968], [-0.904502, 0.048716, 1.761218], [-1.060674, 0.320461, 0.414466], [-2.528339, -0.922457, -0.333834], [-0.024274, 0.399087, -2.471943], [2.488352, -0.287332, -0.198861], [1.465530, -0.551276, 1.173018]],
  "forces_ev_per_a": [[-0.73, 2.28, -1.79], [-1.18, -0.42, 0.44], [-0.58, 1.33, -0.71], [0.46, -1.30, 3.24], [0.35, -0.38, -2.10], [0.41, 0.12, 0.18], [0.93, -0.16, -0.56], [0.82, -0.80, -0.94], [-0.48, -0.66, 2.23]]
}



{
  "formula": "C2H2ClN",
  "method": "ωB97M-V/def2-TZVPD",
  "largest_force_ev_per_a": 1.04,
  "multiplicity": 1,
  "total_charge": 0,
  "lumo_ev": 0.33,
  "e_tot_ha": -592.25745,
  "de_lowest_ev": 1.936,
  "species": ["C", "C", "N", "Cl", "H", "H"],
  "xyz": [[2.669606, 0.693188, 0.014454], [0.294726, 0.038576, -0.007786], [1.548526, 0.210104, -0.022564], [4.105937, -0.185043, 0.000141], [-0.256175, -0.009282, -0.928804], [-0.220759, -0.061986, 0.929864]],
  "forces_ev_per_a": [[0.01, 1.04, 0.01], [0.13, -0.24, 0.00], [-0.35, -0.03, 0.03], [0.34, -0.68, -0.02], [-0.06, -0.04, -0.29], [-0.07, -0.05, 0.27]]
}



{
  "formula": "C2H2ClN4O",
  "method": "ωB97M-V/def2-TZVPD",
  "largest_force_ev_per_a": 4.47,
  "multiplicity": 1,
  "total_charge": -1,
  "lumo_ev": 3.78,
  "e_tot_ha": -831.84809,
  "de_lowest_ev": 1.140,
  "species": ["C", "C", "N", "N", "N", "N", "O", "Cl", "H", "H"],
  "xyz": [[0.712204, 0.917997, 1.227851], [-0.896549, -0.055353, -1.079889], [1.435835, 0.023760, 1.696170], [1.634730, -1.009571, 0.806265], [0.936806, -1.061067, -0.231157], [0.233292, 0.034445, -0.348502], [0.317458, 2.030395, 1.420722], [-2.013121, -1.217410, -0.202799], [-0.883054, -0.408635, -2.172549], [-1.477600, 0.745439, -1.116112]],
  "forces_ev_per_a": [[-2.35, 1.57, -1.99], [0.59, -3.51, -1.76], [1.51, -1.51, -0.15], [1.34, -2.61, 0.95], [0.90, 0.20, 0.13], [0.95, 2.47, 1.17], [-0.40, 0.33, -0.13], [-1.20, -0.85, 0.02], [0.60, -0.10, 1.51], [-1.93, 4.02, 0.25]]
}



{
  "formula": "C2H2ClNO2",
  "method": "ωB97M-V/def2-TZVPD",
  "largest_force_ev_per_a": 5.42,
  "multiplicity": 1,
  "total_charge": 0,
  "lumo_ev": -0.71,
  "e_tot_ha": -742.73171,
  "smiles": "O=NCC(=O)Cl",
  "de_lowest_ev": 2.853,
  "species": ["O", "N", "C", "C", "O", "Cl", "H", "H"],
  "xyz": [[-0.212117, 2.067279, 0.232310], [0.664496, 1.324102, 0.552622], [0.658453, -0.122334, -0.039928], [-0.620408, -0.844200, 0.119152], [-0.702892, -1.810056, 0.836966], [-1.899647, -0.117583, -0.730717], [1.473860, -0.724202, 0.174614], [0.638258, 0.226996, -1.145019]],
  "forces_ev_per_a": [[0.69, -1.30, 0.07], [0.35, 0.38, 0.76], [-2.34, 3.12, -3.77], [0.94, -1.49, 2.00], [-0.54, 0.80, -0.92], [-1.34, 0.02, -0.51], [1.64, -0.55, 0.94], [0.60, -0.98, 1.42]]
}



{
  "formula": "C2H2ClO2S",
  "method": "ωB97M-V/def2-TZVPD",
  "largest_force_ev_per_a": 2.87,
  "multiplicity": 1,
  "total_charge": -1,
  "lumo_ev": 3.59,
  "e_tot_ha": -1086.24816,
  "de_lowest_ev": 2.057,
  "species": ["C", "C", "O", "O", "S", "Cl", "H", "H"],
  "xyz": [[-0.245993, -0.303840, 1.129984], [-1.389833, -0.809029, 0.688573], [-2.414592, -1.362604, 0.647156], [1.658047, 2.138787, -1.646857], [1.854609, 0.681776, -1.543392], [-0.081816, -0.165306, -2.035809], [-0.013522, 0.695106, 1.171419], [0.633100, -0.874889, 1.588927]],
  "forces_ev_per_a": [[0.39, -2.48, 0.91], [1.53, -0.19, 2.42], [-0.14, 0.20, -1.13], [-0.08, 2.38, -0.05], [0.50, -2.00, 0.20], [-0.42, -0.34, -0.58], [0.06, 2.28, -0.66], [-1.84, 0.14, -1.12]]
}



{
  "formula": "C2H2ClOP",
  "method": "ωB97M-V/def2-TZVPD",
  "largest_force_ev_per_a": 2.79,
  "multiplicity": 1,
  "total_charge": 0,
  "lumo_ev": [-0.43, -0.19],
  "e_tot_ha": -954.00596,
  "de_lowest_ev": 3.850,
  "species": ["C", "C", "O", "P", "Cl", "H", "H"],
  "xyz": [[-0.248346, 1.516276, -0.900128], [0.277288, -0.643528, 0.370192], [-1.314237, 1.644466, -1.411621], [1.849561, -0.817925, 0.132857], [-1.207256, -1.140654, 0.908209], [0.453709, 2.417712, -0.778007], [1.906551, -2.247021, 0.713805]],
  "forces_ev_per_a": [[-1.33, 0.40, 0.02], [-1.71, 2.04, -0.84], [1.74, -0.62, 0.84], [1.07, -2.02, 0.51], [0.21, -0.22, -0.02], [-0.16, -0.96, -0.04], [0.18, 1.40, -0.48]]
}



{
  "formula": "C2H2CoFO2",
  "method": "ωB97M-V/def2-TZVPD",
  "largest_force_ev_per_a": 2.82,
  "multiplicity": 5,
  "total_charge": 0,
  "s_squared": 6.01,
  "lumo_ev": [0.56, -1.60],
  "e_tot_ha": -1710.41740,
  "de_lowest_ev": 0.000,
  "species": ["H", "O", "C", "C", "O", "H", "F", "Co"],
  "xyz": [[0.110671, -1.249503, -1.480461], [-1.146296, 0.886113, -0.411226], [-0.366346, 0.365818, -1.182919], [0.751235, -0.527402, -0.706337], [0.733935, -0.694057, 0.623288], [1.698699, -0.209498, -1.180888], [-1.323758, 1.018408, 2.855096], [-0.458140, 0.410120, 1.483447]],
  "forces_ev_per_a": [[1.98, -0.52, 1.73], [0.16, -0.56, -1.29], [-0.31, 2.38, 1.22], [-1.54, -0.32, -2.34], [0.39, -0.39, -0.37], [-0.41, -0.60, 0.02], [-0.49, 0.44, 0.74], [0.22, -0.43, 0.29]]
}



{
  "formula": "C2H2CrFO2",
  "method": "ωB97M-V/def2-TZVPD",
  "largest_force_ev_per_a": 3.90,
  "multiplicity": 5,
  "total_charge": 1,
  "s_squared": 6.19,
  "lumo_ev": [-7.16, -7.22],
  "e_tot_ha": -1371.82169,
  "de_lowest_ev": 0.972,
  "species": ["O", "C", "C", "O", "H", "F", "Cr", "H"],
  "xyz": [[0.490407, 1.310981, 0.077442], [0.581768, 0.229587, 0.692958], [-0.028320, -0.936169, -0.018754], [-0.652414, -0.777613, -1.051254], [1.086570, 0.122229, 1.661470], [0.222168, -2.118193, 0.451713], [-0.821081, 1.204750, -1.532957], [-0.371967, 2.729637, -0.684124]],
  "forces_ev_per_a": [[1.30, -3.37, 1.49], [0.11, 2.07, -0.32], [-0.48, -1.06, -1.08], [0.63, -1.07, 1.15], [-0.14, 0.07, -0.18], [-0.14, 0.46, 0.05], [0.28, 2.91, 0.43], [-1.55, -0.01, -1.53]]
}



{
  "formula": "C2H2CsLiO2",
  "method": "ωB97M-V/def2-TZVPD",
  "largest_force_ev_per_a": 4.67,
  "multiplicity": 2,
  "total_charge": 1,
  "s_squared": 0.76,
  "lumo_ev": [-3.86, -3.86],
  "e_tot_ha": -255.35200,
  "de_lowest_ev": 0.740,
  "species": ["H", "O", "C", "C", "O", "Cs", "Li", "H"],
  "xyz": [[-0.215675, 1.709637, -1.880855], [-2.277552, 1.626257, -1.425576], [-1.060411, 1.554736, -1.113676], [-0.545942, 0.374690, -0.484056], [-1.365035, -0.446530, 0.080455], [-0.661921, -3.394424, 1.997421], [-3.223750, 0.321912, -0.407708], [0.511275, 0.402266, -0.169137]],
  "forces_ev_per_a": [[-1.06, 1.77, 0.65], [-0.60, 0.62, 0.75], [2.09, -2.77, -3.12], [-1.30, 0.71, 2.97], [0.10, -0.40, -0.25], [0.00, 0.30, -0.20], [0.88, 0.23, -0.25], [-0.11, -0.44, -0.55]]
}



{
  "formula": "C2H2CsO2P",
  "method": "ωB97M-V/def2-TZVPD",
  "largest_force_ev_per_a": 4.00,
  "multiplicity": 1,
  "total_charge": 0,
  "lumo_ev": -1.16,
  "e_tot_ha": -589.27815,
  "species": ["P", "O", "C", "H", "H", "C", "O", "Cs"],
  "xyz": [[1.936534, 1.282264, 0.332897], [2.202541, -0.152925, 0.786426], [-0.070694, -0.969551, -0.398258], [-0.631590, -1.831412, -0.026399], [0.729670, -1.130772, -1.138348], [-0.570591, 0.278941, -0.191434], [0.444138, 1.280658, -0.317436], [-4.040007, 1.242800, 0.952552]],
  "forces_ev_per_a": [[-1.42, -3.74, 0.22], [0.62, 3.08, -0.33], [-1.18, 0.67, -0.96], [-0.08, 0.16, -0.61], [0.20, -0.14, 0.97], [-0.06, -1.24, 1.57], [1.08, 1.45, -0.60], [0.84, -0.23, -0.26]]
}



{
  "formula": "C2H2CuMgO2",
  "method": "ωB97M-V/def2-TZVPD",
  "largest_force_ev_per_a": 1.82,
  "multiplicity": 1,
  "total_charge": 1,
  "lumo_ev": -6.17,
  "e_tot_ha": -2068.14959,
  "de_lowest_ev": 0.000,
  "species": ["O", "C", "C", "O", "Cu", "Mg", "H", "H"],
  "xyz": [[0.636062, -1.098679, -0.377961], [-0.386983, -0.614372, 0.408278], [-0.378869, 0.726014, 0.620526], [0.675354, 1.436275, 0.154607], [-0.083125, -0.601122, -2.418867], [2.082090, 0.118705, 0.108539], [-1.283048, -1.229187, 0.522456], [-1.261480, 1.262366, 0.982422]],
  "forces_ev_per_a": [[0.96, -0.72, -1.35], [-1.25, 1.26, -0.42], [-0.04, -0.46, -0.67], [0.58, -0.06, 0.49], [0.38, -0.26, 1.47], [-1.67, 0.36, -0.08], [0.52, -0.04, 0.28], [0.52, -0.07, 0.28]]
}



{
  "formula": "C2H2CuNaO2",
  "method": "ωB97M-V/def2-TZVPD",
  "largest_force_ev_per_a": 6.39,
  "multiplicity": 2,
  "total_charge": 1,
  "s_squared": 0.76,
  "lumo_ev": [-4.60, -4.70],
  "e_tot_ha": -2030.29280,
  "de_lowest_ev": 1.465,
  "species": ["O", "C", "C", "O", "Cu", "H", "Na", "H"],
  "xyz": [[-2.475947, -0.514794, -0.018928], [-2.104412, 0.636767, 0.479985], [-0.852445, 0.921551, -0.138439], [0.093805, 0.063048, 0.063649], [-0.911226, -1.852474, 0.496693], [-2.840668, 1.451056, 0.554934], [2.096910, 0.391464, -0.771680], [-1.318493, 0.807196, -1.300156]],
  "forces_ev_per_a": [[-0.51, 1.61, 4.12], [-3.12, -2.82, -4.80], [0.96, 0.34, -2.73], [1.84, -1.30, 0.30], [-0.10, 0.96, -0.35], [-0.23, -0.52, 1.16], [-0.24, 0.09, 0.13], [1.40, 1.65, 2.18]]
}



{
  "formula": "C2H2CuO2",
  "method": "ωB97M-V/def2-TZVPD",
  "largest_force_ev_per_a": 2.64,
  "multiplicity": 2,
  "total_charge": 0,
  "s_squared": 0.75,
  "lumo_ev": [-1.14, -1.30],
  "e_tot_ha": -1868.18898,
  "de_lowest_ev": 0.408,
  "species": ["H", "O", "C", "C", "O", "H", "Cu"],
  "xyz": [[-0.148189, -1.232044, 0.934156], [-1.090774, 0.749872, -0.109990], [-0.604751, -0.469316, -0.125357], [0.873111, -0.562044, 0.081180], [1.564008, 0.433867, 0.269581], [-0.928022, -1.181809, -0.910761], [0.334617, 2.261474, -0.138807]],
  "forces_ev_per_a": [[-1.59, 0.78, -0.08], [-0.03, -0.01, 0.43], [2.58, -0.13, -0.57], [-0.03, 1.77, -1.55], [-0.16, -0.88, 0.54], [-0.25, -0.10, 1.06], [-0.53, -1.42, 0.18]]
}



{
  "formula": "C2H2F2MgOTl",
  "method": "ωB97M-V/def2-TZVPD",
  "largest_force_ev_per_a": 11.43,
  "multiplicity": 2,
  "total_charge": 2,
  "s_squared": 0.77,
  "lumo_ev": [-9.15, -10.90],
  "e_tot_ha": -724.32170,
  "species": ["F", "O", "Mg", "Tl", "C", "C", "H", "F", "H"],
  "xyz": [[1.447074, -2.708413, -1.490288], [-0.535045, -3.389634, -4.437411], [0.013790, -3.334534, -2.410853], [3.864315, -1.701262, -1.184246], [-0.168508, -3.603396, -5.773072], [-0.104712, -4.875534, -6.108958], [0.153906, -4.871596, -7.201758], [0.609018, -2.598006, -6.107621], [-0.850084, -5.587709, -5.761241]],
  "forces_ev_per_a": [[-0.54, -0.32, -0.49], [0.66, -0.79, -2.76], [0.05, 0.48, -1.23], [0.07, 0.06, 0.15], [1.17, 5.12, 10.15], [-1.58, -2.18, -5.52], [0.63, -1.29, 0.96], [-1.07, -1.04, -1.64], [0.60, -0.04, 0.37]]
}



{
  "formula": "C2H2F2O",
  "method": "ωB97M-V/def2-TZVPD",
  "largest_force_ev_per_a": 2.13,
  "multiplicity": 1,
  "total_charge": 0,
  "lumo_ev": 0.99,
  "e_tot_ha": -352.32175,
  "smiles": "FC1(F)CO1",
  "de_lowest_ev": 0.844,
  "species": ["F", "C", "F", "C", "O", "H", "H"],
  "xyz": [[1.246017, 1.025362, 0.412460], [0.612377, -0.063287, 0.034327], [1.316465, -1.134176, 0.373761], [-0.793935, 0.013571, 0.022898], [-0.009496, -0.083935, -1.189908], [-1.373923, -0.828056, 0.381099], [-0.997505, 1.070518, -0.034636]],
  "forces_ev_per_a": [[1.29, 0.85, -0.17], [-0.06, -0.42, -0.27], [0.15, -0.26, 0.00], [-0.59, 0.62, 0.14], [1.38, -1.04, -0.57], [-0.47, 0.28, -0.41], [-1.70, -0.02, 1.28]]
}



{
  "formula": "C2H2F2OS",
  "method": "ωB97M-V/def2-TZVPD",
  "largest_force_ev_per_a": 5.11,
  "multiplicity": 1,
  "total_charge": 0,
  "lumo_ev": -0.47,
  "e_tot_ha": -750.46192,
  "de_lowest_ev": 2.552,
  "species": ["C", "C", "O", "F", "F", "S", "H", "H"],
  "xyz": [[1.131531, -0.289285, 0.015421], [-0.678177, 0.003404, -0.519402], [1.328589, -1.193427, 0.714824], [2.542533, 0.628830, -0.094544], [-0.850982, 1.230795, -1.062231], [-1.546511, -0.426119, 0.881862], [-0.539191, -0.798126, -1.359010], [-1.387794, 0.843925, 1.423077]],
  "forces_ev_per_a": [[1.42, 1.46, 0.93], [4.22, -0.89, -2.73], [-0.20, 0.08, -0.71], [-3.33, -1.26, -0.46], [0.06, -0.81, 0.61], [-0.96, 1.06, 0.96], [-1.04, 1.40, 1.66], [-0.18, -1.04, -0.26]]
}



{
  "formula": "C2H2F2OS",
  "method": "ωB97M-V/def2-TZVPD",
  "largest_force_ev_per_a": 3.57,
  "multiplicity": 1,
  "total_charge": 0,
  "lumo_ev": [-1.07, -1.08],
  "e_tot_ha": -750.43213,
  "de_lowest_ev": 3.362,
  "species": ["C", "C", "O", "F", "F", "S", "H", "H"],
  "xyz": [[1.427489, 0.027894, -0.106159], [-0.832162, -0.429407, 0.502291], [1.312667, 0.365994, -1.197194], [2.795609, 0.059394, 0.495738], [-0.913262, -1.246403, -0.508829], [-1.628924, 1.026701, 0.268532], [-0.444758, -0.707234, 1.524829], [-1.716661, 0.903064, -0.979206]],
  "forces_ev_per_a": [[-0.12, -0.61, 2.91], [3.44, 0.45, 0.84], [0.27, 0.74, -2.39], [-1.80, -0.16, -0.51], [-0.21, -0.99, 0.37], [-0.44, 1.14, 3.02], [-1.02, -0.30, -1.44], [-0.12, -0.28, -2.80]]
}



{
  "formula": "C2H2F2P",
  "method": "ωB97M-V/def2-TZVPD",
  "largest_force_ev_per_a": 1.72,
  "multiplicity": 1,
  "total_charge": 1,
  "lumo_ev": -8.01,
  "e_tot_ha": -618.11989,
  "de_lowest_ev": 1.293,
  "species": ["C", "C", "F", "F", "P", "H", "H"],
  "xyz": [[-0.056226, -1.029517, 0.186826], [-1.099032, -1.574169, -0.097208], [1.953614, 0.026086, -0.802629], [0.140530, 2.016075, 0.062299], [1.408158, -0.226647, 0.637803], [-0.312816, 2.791265, 0.353423], [-2.034227, -2.003096, -0.340512]],
  "forces_ev_per_a": [[0.68, 0.26, 0.39], [0.46, 0.41, 0.24], [-0.01, -0.05, 0.93], [-0.21, 0.31, 0.26], [-0.84, -0.04, -1.50], [0.37, -0.55, -0.16], [-0.46, -0.35, -0.15]]
}